A.
A 2-piece molecular cluster, C6H12N2O2 overall. Source: the Open Molecules 2025 dataset; level of theory: the ωB97M-V functional and the def2-TZVPD basis.

The SMILES is C[C@H]1[C@@H](O)[C@H]1NCC#N.O. As for the spin multiplicity: 1. As for the charge: 0. Its orbital gap is 9.7 eV.

Last column: Löwdin charge in e.
Atoms and positions in Å:
1 C -2.4545 -1.1829 0.7169  -0.062
2 C -2.2395 0.0593 -0.1151  -0.227
3 C -1.6979 1.3412 0.4968  -0.287
4 O -1.2701 1.3312 1.8203  -0.011
5 C -0.8597 0.5425 -0.4759  -0.250
6 N 0.2961 -0.2020 -0.0596  -0.014
7 C 1.5139 0.5888 -0.0388  -0.196
8 C 2.7072 -0.2742 0.0782  -0.169
9 N 3.7324 -0.7148 0.4239  0.147
10 H -1.8267 -1.1944 1.6177  0.073
11 H -3.5003 -1.2467 1.0478  0.080
12 H -2.2304 -2.0866 0.1328  0.086
13 H -2.9844 0.2050 -0.9017  0.135
14 H -2.1208 2.2916 0.1552  0.142
15 H -2.0340 1.3167 2.4045  0.104
16 H -0.7434 0.9726 -1.4735  0.146
17 H 0.1452 -0.6324 0.8470  0.112
18 H 1.6031 1.1426 -0.9864  0.127
19 H 1.5540 1.3370 0.7745  0.135
20 O 4.1028 -1.5284 -2.3623  -0.120
21 H 3.7522 -0.6786 -2.6477  0.011
22 H 4.5547 -1.3875 -1.4546  0.037

=====

B.
The molecule C6H12N2O2. Source: the Open Molecules 2025 dataset; level of theory: the ωB97M-V functional and the def2-TZVPD basis.

The SMILES is CCCNC(=O)CC(N)=O. As for the spin multiplicity: 1. As for the charge: 0. Its orbital gap is 10.3 eV.

Last column: Löwdin charge in e.
Atoms and positions in Å:
1 C -4.5809 0.2920 0.0042  -0.119
2 C -3.2176 -0.2583 0.4040  -0.255
3 C -2.2290 -0.2450 -0.7593  -0.201
4 N -0.9235 -0.7691 -0.4052  0.058
5 C 0.0219 -0.0306 0.1945  -0.494
6 O -0.0970 1.1828 0.3809  0.039
7 C 1.2823 -0.7729 0.6016  -0.023
8 C 2.5269 -0.3408 -0.1568  -0.514
9 N 3.1191 0.8079 0.1785  0.116
10 O 3.4218 -1.2055 -0.3767  -0.041
11 H -5.0226 -0.2980 -0.8128  0.074
12 H -5.2786 0.2709 0.8524  0.072
13 H -4.4998 1.3337 -0.3406  0.078
14 H -2.7985 0.3346 1.2310  0.112
15 H -3.3201 -1.2907 0.7728  0.110
16 H -2.6154 -0.8486 -1.5923  0.126
17 H -2.0949 0.7808 -1.1286  0.127
18 H -0.7429 -1.7500 -0.5681  0.143
19 H 1.4497 -0.5503 1.6677  0.144
20 H 1.1821 -1.8587 0.4992  0.119
21 H 2.5103 1.6223 0.2047  0.099
22 H 4.2061 0.3696 0.0538  0.229

=====

C.
C6H12N2O2 as an isolated structure. Source: the Open Molecules 2025 dataset; level of theory: the ωB97M-V functional and the def2-TZVPD basis.

As for the spin multiplicity: 1. As for the charge: 0. Its orbital gap is 9.5 eV.

Last column: Löwdin charge in e.
Atoms and positions in Å:
1 C -1.2361 -2.2333 -1.1670  -0.101
2 N 0.1319 -1.7640 -1.3437  -0.184
3 C 0.8647 -1.6641 -0.0776  -0.173
4 C 2.2144 -1.0037 -0.2393  -0.264
5 N 3.4041 -1.8183 -0.0302  0.068
6 C 3.0498 -1.4356 -1.3910  -0.284
7 C 2.5111 -2.5152 -2.3041  -0.066
8 C 1.0602 -2.3345 -2.7189  -0.320
9 O 0.5420 -3.1127 -3.5057  0.066
10 H -1.8446 -1.9322 -2.0256  0.087
11 H -1.2632 -3.3316 -1.0972  0.088
12 H -1.6824 -1.8044 -0.2562  0.085
13 H 0.2556 -1.0957 0.6430  0.118
14 H 1.0076 -2.6730 0.3420  0.130
15 H 2.2647 0.0506 0.0423  0.142
16 H 4.1759 -1.2570 0.3192  0.100
17 H 3.6516 -0.6632 -1.8755  0.141
18 H 3.0928 -2.5808 -3.2321  0.130
19 H 2.5691 -3.4913 -1.8006  0.143
20 H 0.1404 -0.3679 -2.2826  0.239
21 O 0.7213 -0.3642 -3.4279  -0.163
22 H 1.5499 0.0974 -3.2565  0.018

=====

D.
The molecule C6H12N2O2. Source: the Open Molecules 2025 dataset; level of theory: the ωB97M-V functional and the def2-TZVPD basis.

The SMILES is [H]/N=C(\O)CN(C)[C@H]1C[C@H]1O. As for the spin multiplicity: 1. As for the charge: 0. Its orbital gap is 9.4 eV.

Last column: Löwdin charge in e.
Atoms and positions in Å:
1 H 3.5259 -0.1296 -1.4819  0.095
2 N 2.6028 -0.5652 -1.1586  0.140
3 C 2.3548 -0.0018 -0.0568  -0.439
4 O 3.3135 0.9726 0.3138  0.002
5 C 1.1348 -0.1173 0.8320  -0.137
6 N -0.1254 0.3427 0.3163  -0.177
7 C -0.1418 1.7085 -0.1730  -0.061
8 C -0.8306 -0.5793 -0.5149  -0.272
9 C -1.4809 -1.7775 0.1297  -0.042
10 C -2.3289 -0.6626 -0.4131  -0.322
11 O -2.9833 0.1951 0.4648  -0.007
12 H 2.9885 1.4846 1.0650  0.082
13 H 1.3643 0.4287 1.7630  0.124
14 H 1.0463 -1.1821 1.1054  0.135
15 H 0.3511 1.8217 -1.1557  0.093
16 H -1.1837 2.0439 -0.2634  0.089
17 H 0.3706 2.3639 0.5457  0.089
18 H -0.4292 -0.7332 -1.5247  0.147
19 H -1.4607 -2.7349 -0.3909  0.104
20 H -1.4110 -1.8279 1.2177  0.117
21 H -2.8622 -0.8434 -1.3512  0.144
22 H -3.8147 -0.2070 0.7309  0.097

=====

The computed energies, referenced to the most stable structure and given in kJ/mol, are A 125.3; B 0.0; C 273.6; D 119.5.

=====

A.
C6H12N2O2 as an isolated structure. Source: the Open Molecules 2025 dataset; level of theory: the ωB97M-V functional and the def2-TZVPD basis.

As for the spin multiplicity: 1. As for the charge: 0. Its orbital gap is 8.2 eV.

Last column: Löwdin charge in e.
Atoms and positions in Å:
1 C -1.2791 1.3157 1.1619  -0.047
2 C 0.0838 1.7479 -0.9464  -0.044
3 C -0.8403 0.8705 -0.1864  -0.328
4 C -1.3557 -0.2797 -0.8033  0.006
5 H -1.8582 2.2344 1.0301  0.100
6 H -1.9031 0.5725 1.6542  0.085
7 H 0.7195 2.3385 -0.2894  0.087
8 H 0.6900 1.1542 -1.6331  0.082
9 H -0.5272 2.4189 -1.5617  0.104
10 H -0.4179 1.5291 1.8144  0.093
11 H -1.4697 -0.2592 -1.8836  0.116
12 H -2.1637 -0.7891 -0.2941  0.098
13 C 0.2569 -1.4166 -0.6547  -0.553
14 C 1.0957 -0.8646 0.6966  -0.426
15 N 2.2332 -0.2160 0.3433  0.130
16 O -0.3356 -2.6017 -0.2548  0.031
17 N 0.8053 -1.1220 1.9088  0.114
18 O 0.9187 -1.3443 -1.7004  -0.011
19 H -0.0012 -3.3091 -0.8274  0.124
20 H 2.5070 -0.3201 -0.6243  0.091
21 H 2.9350 -0.0703 1.0527  0.105
22 H -0.0935 -1.5891 1.9977  0.043

=====

B.
A 2-piece molecular cluster, C6H12N2O2 overall. Source: the Open Molecules 2025 dataset; level of theory: the ωB97M-V functional and the def2-TZVPD basis.

The SMILES is C[C@H]1O[C@H]1[C@@H](N)CC#N.O. As for the spin multiplicity: 1. As for the charge: 0. Its orbital gap is 10.6 eV.

Last column: Löwdin charge in e.
Atoms and positions in Å:
1 C -2.9679 -0.3992 1.1562  -0.035
2 C -2.5874 0.5962 0.0984  -0.293
3 O -1.8057 1.7315 0.4823  -0.002
4 C -1.2267 0.7879 -0.4080  -0.257
5 C -0.0332 -0.0071 0.0835  -0.361
6 N -0.0307 -1.2897 -0.5944  0.071
7 C 1.2473 0.8378 -0.1089  -0.117
8 C 2.4711 0.1612 0.3489  -0.197
9 N 3.2126 -0.3229 1.1483  0.132
10 H -2.1738 -0.5354 1.8996  0.081
11 H -3.8800 -0.0723 1.6744  0.083
12 H -3.1757 -1.3698 0.6840  0.089
13 H -3.3957 0.8513 -0.5965  0.143
14 H -1.1251 1.1540 -1.4382  0.154
15 H -0.1533 -0.1854 1.1611  0.145
16 H -0.0646 -1.1812 -1.6074  0.088
17 H 0.7953 -1.8325 -0.3595  0.080
18 H 1.3733 1.0847 -1.1756  0.126
19 H 1.1570 1.7848 0.4462  0.139
20 O 4.0223 -0.8423 -1.1790  -0.215
21 H 4.2975 -0.9461 -0.0610  0.135
22 H 4.0435 -0.0054 -1.6544  0.011

=====

The computed energies, referenced to the most stable structure and given in kJ/mol, are A 0.0; B 90.3.

=====

A.
An isolated ion of composition C5H9N2 and charge +1. Source: the Open Molecules 2025 dataset; level of theory: the ωB97M-V functional and the def2-TZVPD basis.

The SMILES is C=N/C=C/[NH+]1CC1. As for the spin multiplicity: 1. As for the charge: +1. Its orbital gap is 8.9 eV.

Last column: Löwdin charge in e.
Atoms and positions in Å:
1 C -3.2804 -1.6080 0.7709  0.086
2 N -2.4023 -0.6568 0.7617  0.016
3 C -1.1505 -0.3346 0.7256  -0.184
4 C -0.5430 0.5579 -0.1149  -0.025
5 N 0.9547 0.6615 0.0375  -0.058
6 C 1.8337 -0.2696 -0.6040  -0.096
7 C 1.9404 1.0968 -1.0441  0.045
8 H -4.3466 -1.5363 1.0000  0.091
9 H -2.9265 -2.6670 0.7374  0.098
10 H -0.4230 -0.7454 1.5643  0.175
11 H -1.0474 0.9303 -0.9402  0.096
12 H 1.0906 0.7826 1.0472  0.184
13 H 1.2321 -1.1139 -1.1082  0.174
14 H 2.5661 -0.7039 0.0682  0.137
15 H 2.7771 1.6385 -0.7942  0.108
16 H 1.3680 1.3562 -1.9539  0.153

=====

B.
An isolated ion of composition C5H9N2 and charge +1. Source: the Open Molecules 2025 dataset; level of theory: the ωB97M-V functional and the def2-TZVPD basis.

The SMILES is NC1=CC=CC[NH2+]1. As for the spin multiplicity: 1. As for the charge: +1. Its orbital gap is 9.5 eV.

Last column: Löwdin charge in e.
Atoms and positions in Å:
1 N 2.3915 -0.6892 0.5569  0.136
2 C 1.0727 -0.4557 0.2261  -0.280
3 C 0.1020 -1.2200 -0.3827  0.036
4 C -1.3966 -0.7480 -0.8118  -0.005
5 C -1.7736 0.5735 -0.7142  -0.068
6 C -0.6665 1.5302 -0.2744  -0.087
7 N 0.1530 0.6841 0.7038  0.035
8 H 2.8719 -0.9174 -0.2994  0.116
9 H 2.4899 -1.3073 1.3044  0.089
10 H 0.5106 -2.1249 -0.8241  0.107
11 H -2.0615 -1.5820 -0.6407  0.101
12 H -2.8142 0.7729 -0.4611  0.117
13 H 0.0065 1.5315 -1.1896  0.159
14 H -1.0602 2.4844 0.1343  0.147
15 H 0.7251 1.3048 1.2841  0.170
16 H -0.5506 0.1630 1.3885  0.228

=====

The computed energies, referenced to the most stable structure and given in kJ/mol, are A 71.5; B 0.0.